Molecular formula: C7H8Cl2F2
Method: DFT, ωB97M-V/def2-TZVPD

- charge = 0
- HOMO-LUMO gap (alpha / beta) (eV) = 7.8 / 7.6

```
19
Properties=species:S:1:pos:R:3:forces:R:3
C 0.90264 -1.10130 -0.56099 -1.4 0.9 0.6
C 0.02632 -1.53098 -1.50254 -0.5 0.1 -0.9
C 0.71310 0.26863 0.15319 -0.7 -0.7 0.3
C 1.91463 -1.94113 -0.16720 0.1 -0.4 0.0
C 1.94852 0.97120 -0.07892 2.9 1.4 1.3
C -0.33665 1.21060 -0.51257 -2.9 -1.6 4.6
C 0.42107 0.02138 1.61524 -1.1 2.3 -1.9
F 1.92800 -3.24131 -0.43932 0.2 0.4 -0.1
F 3.04594 -1.55706 0.37263 0.1 -0.2 0.3
Cl 3.21115 1.20839 1.16407 -1.1 0.0 -0.9
Cl 2.48763 1.10404 -1.66455 0.5 0.3 -0.6
H 0.43647 -2.32012 -2.08714 -0.5 -0.8 -0.5
H -0.89345 -1.03016 -1.85065 0.8 -0.3 0.5
H -1.45585 0.94068 -0.36194 1.9 0.0 0.2
H -0.19879 1.12761 -1.47647 0.7 0.1 -5.2
H -0.23918 2.21584 -0.16268 0.3 0.6 0.2
H 0.27420 0.89690 2.17597 -0.1 1.6 0.5
H 1.07612 -0.50320 2.14312 3.4 -2.3 1.7
H -0.45178 -0.50155 1.71411 -2.6 -1.4 -0.1
```
Positions in Å, forces in eV/Å.

Molecular formula: C11H14
Method: DFT, ωB97M-V/def2-TZVPD

- charge = 0
- HOMO-LUMO gap (alpha / beta) (eV) = 7.4 / 7.2
- energy above the lowest of the compared OMol25 structures with the same formula, charge and spin (kJ/mol) = 441.53

```
25
Properties=species:S:1:pos:R:3:forces:R:3
C -0.71774 0.42486 -3.53692 1.5 -2.4 1.9
C -1.75607 -0.83538 3.07282 -0.3 2.0 -0.7
C -0.26181 -0.45349 -2.52686 -0.2 -0.5 -1.5
C -1.41882 0.31878 2.18340 -0.9 -2.7 0.8
C 1.98461 0.18195 0.00182 0.6 0.8 0.7
C 1.37363 -1.05928 0.57270 -0.7 -1.8 -1.0
C 1.03770 1.33709 0.17461 -0.3 1.2 0.6
C -0.15450 -1.00528 0.01342 0.6 -2.5 3.4
C -0.39829 0.94546 -0.27089 -0.2 2.3 1.5
C -0.24769 -0.16933 -1.20737 -0.9 -0.7 1.7
C -0.79755 0.08994 0.97772 -0.4 0.8 -3.4
H -0.65577 0.09101 -4.51451 -0.1 -0.3 -1.8
H -0.95365 1.39978 -3.31826 -0.7 2.1 0.4
H -2.32591 -0.64052 4.01319 0.7 -0.2 -0.9
H -1.76085 -1.86198 2.69491 0.4 0.4 0.2
H 0.07929 -1.49823 -2.81233 -0.7 1.3 0.3
H -1.90292 1.27777 2.51236 1.1 -0.7 -0.7
H 2.88807 0.41563 0.55759 0.4 0.0 -0.3
H 2.14883 0.18050 -1.04843 0.7 -0.7 -0.9
H 1.97917 -2.04453 0.43295 -1.2 1.7 -0.1
H 1.26556 -0.85838 1.61787 0.1 -0.4 0.8
H 0.97181 1.62890 1.22906 0.1 0.1 -0.1
H 1.35124 2.22887 -0.35896 0.3 0.0 -0.3
H -0.77560 -1.89841 0.10178 0.6 -0.6 -0.4
H -0.95272 1.80426 -0.56165 -0.6 1.0 -0.1
```
Positions in Å, forces in eV/Å.

- Look up the charge of the second one.
  0

Please write out number 1 again, unchanged.
Molecular formula: C7H8Cl2F2
Method: DFT, ωB97M-V/def2-TZVPD

- charge = 0
- HOMO-LUMO gap (alpha / beta) (eV) = 7.8 / 7.6

```
19
Properties=species:S:1:pos:R:3:forces:R:3
C 0.90264 -1.10130 -0.56099 -1.4 0.9 0.6
C 0.02632 -1.53098 -1.50254 -0.5 0.1 -0.9
C 0.71310 0.26863 0.15319 -0.7 -0.7 0.3
C 1.91463 -1.94113 -0.16720 0.1 -0.4 0.0
C 1.94852 0.97120 -0.07892 2.9 1.4 1.3
C -0.33665 1.21060 -0.51257 -2.9 -1.6 4.6
C 0.42107 0.02138 1.61524 -1.1 2.3 -1.9
F 1.92800 -3.24131 -0.43932 0.2 0.4 -0.1
F 3.04594 -1.55706 0.37263 0.1 -0.2 0.3
Cl 3.21115 1.20839 1.16407 -1.1 0.0 -0.9
Cl 2.48763 1.10404 -1.66455 0.5 0.3 -0.6
H 0.43647 -2.32012 -2.08714 -0.5 -0.8 -0.5
H -0.89345 -1.03016 -1.85065 0.8 -0.3 0.5
H -1.45585 0.94068 -0.36194 1.9 0.0 0.2
H -0.19879 1.12761 -1.47647 0.7 0.1 -5.2
H -0.23918 2.21584 -0.16268 0.3 0.6 0.2
H 0.27420 0.89690 2.17597 -0.1 1.6 0.5
H 1.07612 -0.50320 2.14312 3.4 -2.3 1.7
H -0.45178 -0.50155 1.71411 -2.6 -1.4 -0.1
```
Positions in Å, forces in eV/Å.